Computed, not measured: a structure of composition C28H49BBrCl2F7LiN2O6PS, with wB97M-V/def2-TZVPD.

Values from the calculation:
Energy (eV): -180208.61111
HOMO-LUMO gap (eV): 1.1476
LUMO energy (eV): -2.034

Geometry (Å):
C1 3.62628 3.28163 -2.45741
O1 2.44104 2.75507 -3.10885
B1 1.68483 1.95027 -2.34969
O2 1.95472 1.80610 -1.00864
N1 0.51528 1.15077 -3.00871
C2 0.78437 1.20188 -4.51147
C3 -0.25108 0.40898 -5.34852
C4 -1.21458 1.38870 -6.05937
Cl1 -0.36301 2.32660 -7.34307
C5 -0.79550 1.81296 -2.74922
C6 -1.04361 2.12714 -1.25653
C7 -2.54587 1.82782 -0.94319
Cl2 -0.77773 3.85922 -0.85092
C8 0.57217 -0.24059 -2.50281
C9 -0.56588 -0.87814 -2.03811
C10 -0.51995 -2.13805 -1.53193
C11 0.67754 -2.84555 -1.47660
C12 1.79863 -2.23718 -1.97832
C13 1.74727 -0.95642 -2.47539
H1 4.22244 3.76687 -3.24132
H2 3.38430 4.06587 -1.73135
H3 4.25887 2.50038 -2.02877
H4 1.52885 2.57208 -0.58472
H5 1.77987 0.78043 -4.66833
H6 0.73845 2.24252 -4.84457
H7 0.22308 -0.15320 -6.15932
H8 -0.89247 -0.25517 -4.75438
H9 -2.04136 0.87387 -6.55507
H10 -1.66421 2.09682 -5.35412
H11 -1.65257 1.24362 -3.11394
H12 -0.78882 2.76634 -3.29329
H13 -0.48016 1.47188 -0.58443
H14 -2.68144 0.78015 -0.64764
H15 -3.19391 2.04225 -1.80024
H16 -2.81209 2.45294 -0.08311
H17 -1.54939 -0.41488 -2.04554
H18 -1.41871 -2.62769 -1.14077
H19 0.73250 -3.85462 -1.05204
H20 2.73277 -2.79512 -1.96074
H21 2.69617 -0.56036 -2.84455
F1 -2.02881 4.89316 6.13098
C14 -1.91629 4.96210 4.79508
C15 -1.37993 3.88980 4.10676
C16 -1.26727 3.95836 2.72313
C17 -1.68158 5.10080 2.04877
C18 -2.21336 6.17203 2.75569
C19 -2.33825 6.10254 4.13781
H22 -1.05163 3.01008 4.65106
H23 -0.85362 3.12169 2.17087
H24 -1.58227 5.14252 0.97116
H25 -2.53138 7.06331 2.23121
H26 -2.75761 6.92376 4.70418
C20 2.63435 1.96506 7.63574
C21 1.28065 1.84230 8.32130
C22 0.33143 2.27367 7.21530
O3 0.94266 1.89699 5.97328
C23 2.30987 1.52310 6.21936
H27 3.41676 1.36522 8.09725
H28 2.95816 3.00877 7.63775
H29 1.09289 0.80008 8.59124
H30 1.18716 2.44860 9.22135
H31 0.19767 3.36112 7.20956
H32 -0.65105 1.80280 7.29707
H33 2.38694 0.43689 6.11567
H34 2.95391 1.98830 5.47392
F2 6.10817 -0.06717 0.48120
P1 4.75319 -0.69471 -0.13876
F3 4.19894 -0.77100 1.41169
F4 5.41932 -2.14202 0.12633
F5 4.86979 0.74890 -0.96158
F6 3.11918 -0.48730 -0.31609
F7 4.67806 -1.38661 -1.65717
C24 8.44456 -3.40365 0.93884
O4 7.92804 -2.22425 1.26379
H35 8.03321 -3.88581 0.01007
H36 9.54851 -3.42754 0.73190
H37 8.33453 -4.22853 1.69173
N2 -3.89655 1.35955 3.14326
H38 -4.54446 1.44776 3.93583
H39 -3.47838 0.41929 3.14467
H40 -4.40869 1.50495 2.26415
H41 -3.15131 2.06760 3.22836
Li1 -0.35899 -4.88434 -0.47938
C25 -5.34822 -6.12568 -2.67334
C26 -4.90485 -7.36117 -3.47458
C27 -3.43170 -7.15875 -3.84795
S1 -2.75008 -6.10338 -2.56727
O5 -2.35780 -4.85201 -3.15968
O6 -1.80958 -6.84467 -1.73594
C28 -4.24858 -5.87271 -1.65145
H42 -6.31144 -6.28205 -2.19022
H43 -5.43997 -5.26391 -3.33969
H44 -5.00797 -8.25255 -2.85171
H45 -5.51661 -7.51173 -4.36410
H46 -2.88451 -8.09914 -3.87405
H47 -3.32113 -6.64125 -4.79916
H48 -4.25707 -4.82903 -1.20025
H49 -4.27071 -6.61894 -0.85325
Br1 -4.02345 -2.77737 -1.18464



Computed, not measured: a cluster of 2 separate species, C3H13BrSi3 in total, with wB97M-V/def2-TZVPD.

Values from the calculation:
Energy (eV): -96994.60854
HOMO-LUMO gap (eV): 6.9154
LUMO energy (eV): -1.392

Geometry (Å):
C1 -2.04640 1.21819 1.80361
C2 -0.74917 -1.22056 0.67800
C3 1.16625 0.55051 1.88071
Si1 1.52182 -0.84484 -3.76670
Si2 0.52872 1.71028 -0.96503
Si3 -0.44966 0.71358 0.85979
Br1 0.53693 -0.07659 -5.64936
H1 -2.90266 0.79588 1.22144
H2 -2.08280 0.67014 2.72177
H3 -2.19935 2.22307 2.03513
H4 -1.62491 -1.50293 1.44423
H5 -1.06766 -1.59945 -0.19612
H6 0.07935 -1.73952 1.12583
H7 1.08861 0.68773 2.93213
H8 1.41806 -0.43954 1.56715
H9 2.04026 1.16392 1.67330
H10 1.75690 -2.24804 -4.18049
H11 0.91623 -0.67638 -2.44712
H12 2.68752 0.10677 -3.40757
H13 -0.59658 1.33657 -2.02601



Computed, not measured: a structure of composition C48H46FI2LaN13O6, with wB97M-V/def2-TZVPD.

Values from the calculation:
Charge: +1
Energy (eV): -101957.17135
HOMO-LUMO gap (eV): 5.1358
LUMO energy (eV): -3.387

Geometry (Å):
La1 1.51639 1.47781 -1.83228
C1 1.33795 5.63947 -3.85431
C2 1.76737 4.20344 -3.78768
O1 1.76916 3.65884 -2.62588
C3 2.05083 3.51150 -4.95328
C4 2.25783 2.11631 -5.12955
C5 1.83300 1.53673 -6.44430
N1 2.74734 1.30224 -4.20568
N2 2.82337 -0.06588 -4.58597
C6 2.74822 -0.86113 -3.56368
O2 2.56994 -0.49022 -2.33462
C7 2.85284 -2.32622 -3.81469
C8 3.39357 -2.81777 -4.99912
C9 3.47258 -4.18352 -5.21392
C10 3.00975 -5.07075 -4.25112
C11 2.46978 -4.58481 -3.06897
C12 2.39478 -3.21751 -2.84945
H1 0.24677 5.67982 -3.82463
H2 1.67452 6.12928 -4.76555
H3 1.72020 6.17541 -2.98643
H4 1.88280 4.05714 -5.87217
H5 1.63045 2.32199 -7.16757
H6 0.90671 0.98440 -6.26435
H7 2.56121 0.82408 -6.82336
H8 3.75329 -2.11650 -5.73932
H9 3.90292 -4.56080 -6.13269
H10 3.08004 -6.13796 -4.41879
H11 2.11659 -5.27243 -2.31016
H12 1.98987 -2.81915 -1.92851
C13 6.01112 1.09819 2.39802
N3 4.79786 0.82886 1.64717
C14 3.97632 1.69065 1.05803
N4 2.95105 1.04734 0.51684
C15 3.23901 -0.25245 0.80375
N5 4.33442 -0.43350 1.49326
C16 5.79550 0.96138 3.88483
C17 6.71543 0.30903 4.68897
C18 6.51651 0.23024 6.06467
C19 5.39589 0.79649 6.64225
C20 4.46617 1.44906 5.83194
C21 4.66853 1.53010 4.46482
C22 3.27040 2.04105 6.43166
N6 2.87030 2.00939 7.64998
N7 1.65751 2.72746 7.67804
C23 1.44856 3.11482 6.47433
O3 2.42584 2.72548 5.61363
C24 0.32795 3.88547 5.93283
C25 -0.68833 4.30893 6.78791
C26 -1.75488 5.02467 6.27931
C27 -1.81668 5.31693 4.92124
C28 -0.80290 4.90531 4.06990
C29 -0.85993 5.24038 2.60262
N8 -0.69518 4.06227 1.76092
C30 0.21317 3.83444 0.81014
N9 0.01211 2.64300 0.27399
C31 -1.06205 2.17867 0.96193
N10 -1.52497 3.00453 1.86733
C32 0.27156 4.18806 4.58057
H13 6.31061 2.11472 2.13617
H14 6.78362 0.42617 2.02958
H15 4.17445 2.74964 1.02423
H16 2.61645 -1.07346 0.48722
H17 7.59238 -0.14787 4.24743
H18 7.23960 -0.28088 6.68527
H19 5.22683 0.73909 7.70855
H20 3.94082 2.03202 3.84054
H21 -0.63199 4.07136 7.84137
H22 -2.54646 5.35289 6.93881
H23 -2.66127 5.86622 4.52384
H24 -0.06045 5.92534 2.31524
H25 -1.80832 5.71359 2.34998
H26 0.97017 4.54971 0.52946
H27 -1.49716 1.21066 0.77530
H28 1.06034 3.85308 3.91788
C33 -5.30268 -2.63609 -4.37075
C34 -5.37379 -1.42454 -3.45999
N11 -4.08465 -1.11940 -2.83037
C35 -3.27813 -0.20725 -3.41112
C36 -2.03086 0.15125 -2.99505
C37 -1.33558 1.21877 -3.83287
O4 -1.96855 1.76605 -4.72020
O5 -0.12231 1.42032 -3.50411
C38 -1.50002 -0.46934 -1.82211
O6 -0.39714 -0.24444 -1.28670
C39 -2.38795 -1.45641 -1.17788
C40 -1.93885 -2.10908 -0.02769
C41 -2.72129 -3.04902 0.57484
F1 -2.28518 -3.62956 1.71624
C42 -3.97203 -3.42077 0.05842
C43 -4.41925 -2.77876 -1.08151
C44 -3.64661 -1.78153 -1.69724
N12 -4.78128 -4.43647 0.63359
C45 -4.21889 -5.42621 1.53940
C46 -5.27263 -6.52286 1.75418
N13 -6.19873 -6.51312 0.56924
C47 -7.04915 -5.25936 0.57037
C48 -6.14665 -4.09917 1.00535
H29 -6.27869 -2.83376 -4.81428
H30 -4.98407 -3.53067 -3.83393
H31 -4.59255 -2.46757 -5.17982
H32 -6.12062 -1.54114 -2.67330
H33 -5.66150 -0.53449 -4.01642
H34 -3.67038 0.28996 -4.29125
H35 -0.97136 -1.85414 0.38268
H36 -5.35560 -3.08965 -1.52158
H37 -3.94450 -5.03020 2.52102
H38 -3.32244 -5.85095 1.08919
H39 -5.90526 -6.33957 2.62083
H40 -4.83480 -7.51406 1.83964
H41 -6.78356 -7.34738 0.54549
H42 -5.62894 -6.49785 -0.27911
H43 -7.88200 -5.44058 1.24685
H44 -7.42238 -5.14476 -0.44548
H45 -6.23376 -3.92608 2.08527
H46 -6.46456 -3.18595 0.51090
I1 4.55568 2.10674 -2.76482
I2 6.58354 3.09676 -1.01960